1.
142
Properties=species:S:1:pos:R:3:mulliken_charge:R:1 method="wB97M-V/def2-TZVPD" e_tot_ha=-6765.771029 spin_multiplicity=2 charge=-1 orbital_gap_ev="1.8444 / 5.8245" lumo_energy_ha="0.026 / 0.026"
C 3.2177 -3.0839 -0.2586 0.496
C 3.4607 -4.5759 -0.3448 0.066
O 3.3847 -4.6952 -1.7753 -0.438
S 3.1282 -3.3567 -2.6539 0.930
O 1.6625 -3.0616 -2.7153 -0.171
O 4.0036 -3.1842 -3.8042 -0.624
O 3.7006 -2.5021 -1.3671 -0.201
H 3.6432 -2.4799 0.5429 -0.468
H 2.1333 -2.9750 -0.2377 -0.048
H 2.7260 -5.2237 0.1334 0.111
H 4.4309 -4.9222 0.0113 0.300
C 6.3138 -0.9335 2.7357 -0.530
C 6.4182 0.6035 3.1022 -0.325
O 5.1497 1.1129 3.0196 -0.423
S 3.9231 -0.1022 2.8309 1.100
O 2.9236 0.4359 1.9232 -0.148
O 3.4280 -0.5583 4.1591 -0.666
O 4.9554 -1.1884 2.1796 -0.365
H 6.4300 -1.5271 3.6424 0.330
H 7.0529 -1.3919 2.0787 0.409
H 7.1527 1.1629 2.5228 0.316
H 6.7751 0.6126 4.1321 0.262
C 2.8628 5.6045 0.6820 -0.426
C 3.5737 4.3994 1.0752 0.403
O 2.6024 3.5351 1.7541 -0.209
S 1.2717 4.4281 2.2723 0.711
O 1.4661 5.1515 3.5240 -0.592
O 0.0613 3.6654 2.0907 -0.173
O 1.4991 5.3943 0.9602 -0.254
H 2.9357 5.7225 -0.3992 0.306
H 3.2604 6.4719 1.2089 0.259
H 4.3821 4.6102 1.7753 0.301
H 3.8167 3.7550 0.2303 -0.311
C -2.9710 3.6206 2.3426 0.579
C -2.8634 5.1404 2.5599 -0.079
O -4.0625 5.4033 3.2179 -0.407
S -5.2356 4.6410 2.4225 1.013
O -5.7487 5.5465 1.4018 -0.581
O -6.2515 4.0226 3.3319 -0.610
O -4.3015 3.4585 1.7976 0.047
H -2.8379 2.9724 3.2088 0.171
H -2.3128 3.2871 1.5404 -0.548
H -2.8499 5.6686 1.6065 0.288
H -2.0383 5.5294 3.1566 0.269
C -0.8518 -0.2071 5.6533 -0.288
C -0.1148 -0.1593 4.2641 -0.010
O -0.7460 -1.0474 3.4454 -0.326
S -2.3947 -0.9727 3.6908 1.098
O -3.0197 -2.3116 3.8380 -0.659
O -2.9892 0.0176 2.7423 -0.191
O -2.2061 -0.3435 5.2036 -0.425
H -0.7674 0.6380 6.3365 0.328
H -0.6194 -1.0878 6.2521 0.279
H 0.9693 -0.2145 4.3637 0.160
H -0.2822 0.7865 3.7489 0.109
C 0.7517 -3.5851 4.7743 0.215
C 1.1948 -3.6919 3.3116 0.018
O 1.8825 -4.9735 3.0736 -0.211
S 1.4476 -5.9923 4.2587 1.005
O 2.4895 -7.0283 4.4553 -0.549
O 0.0956 -6.4264 3.9607 -0.552
O 1.3442 -4.7481 5.3588 -0.452
H -0.3075 -3.8107 4.8977 0.220
H 1.1271 -2.6462 5.1813 0.097
H 1.6770 -2.7802 2.9590 0.021
H 0.2483 -3.7568 2.7749 0.124
C -2.8029 -1.5753 -4.7764 -0.532
C -2.9603 -2.9555 -5.0328 -0.567
C -1.9284 -3.6611 -5.6250 -0.642
C -0.7369 -2.9456 -5.9839 -0.107
C -0.6324 -1.5658 -5.7533 -0.337
C -1.6677 -0.8744 -5.1151 -0.193
N 0.4672 -3.6629 -6.4731 0.914
O 1.3181 -3.0615 -7.1310 -0.795
O 0.5573 -4.8176 -6.1199 -0.777
H -3.5943 -1.0840 -4.2299 0.396
H -3.8258 -3.5541 -4.7900 0.383
H -1.8952 -4.7382 -5.6970 0.405
H 0.3348 -1.0952 -5.8506 0.449
H -1.5950 0.1084 -4.6733 0.489
C -3.6208 4.7480 -1.3759 0.133
C -2.6800 3.8321 -1.8358 -0.696
C -1.4306 4.3253 -2.1437 -0.033
C -1.2075 5.6888 -2.1866 -0.204
C -2.2309 6.6488 -1.7777 -0.467
C -3.4143 6.1623 -1.3400 -0.868
N 0.1649 6.1422 -2.6137 1.098
O 0.3517 7.2239 -2.9501 -0.628
O 1.0332 5.2980 -2.7135 -0.619
H -4.5827 4.2841 -1.2149 0.302
H -2.9042 2.7821 -1.9531 0.534
H -0.5601 3.7605 -2.4433 0.591
H -2.0138 7.7065 -1.7574 0.438
H -4.0735 6.9265 -0.9557 0.426
O 2.5306 1.0753 -2.9715 -0.481
C 3.7345 0.9154 -2.7967 0.336
O 4.5629 0.0978 -3.5340 -0.352
C 5.7944 -0.2040 -2.7756 -0.570
C 5.5600 0.3751 -1.3036 0.094
C 4.4862 1.4017 -1.5577 0.592
H 6.7804 0.0667 -3.1533 0.295
H 5.7237 -1.2901 -2.8349 0.238
H 6.5220 0.7536 -0.9579 0.533
H 5.1725 -0.5082 -0.7961 -0.426
H 4.9478 2.3772 -1.7106 0.376
H 3.7223 1.4075 -0.7802 -0.632
O 0.9059 -6.7633 -0.3795 -0.696
C 0.0382 -6.0894 -0.9505 0.459
O -0.2010 -4.8202 -0.5814 -0.072
C -1.0379 -4.1701 -1.4390 -0.299
C -1.0988 -4.9789 -2.6553 0.209
C -0.7544 -6.3908 -2.1916 -0.750
H -0.8646 -3.0980 -1.5320 -0.087
H -2.0304 -4.3482 -1.0249 0.342
H -0.3831 -4.5548 -3.3596 -0.227
H -2.0496 -4.8716 -3.1774 0.350
H -0.2040 -6.7736 -3.0510 0.309
H -1.6951 -6.8824 -1.9435 0.330
O 0.2644 -1.8422 0.7243 0.135
C -0.2360 -0.9069 0.1539 -0.508
O -1.4872 -0.4489 0.4329 -0.303
C -1.6236 0.8071 -0.2010 1.702
C -0.8133 0.5039 -1.4330 0.183
C 0.4557 -0.0848 -0.9297 0.622
H -1.2135 1.5883 0.4390 -0.936
H -2.6303 1.1501 -0.4397 -0.516
H -0.5776 1.4569 -1.9066 0.074
H -1.3382 -0.1056 -2.1686 -0.265
H 1.0922 0.5373 -0.3003 -0.366
H 1.1300 -0.6094 -1.6066 0.230
O -8.4378 -0.4797 1.7962 -0.643
C -7.6285 0.1320 1.0315 0.427
O -7.5687 -0.0738 -0.3413 -0.378
C -6.5684 0.6423 -1.1357 -0.406
C -5.6835 1.2311 -0.0034 1.451
C -6.4603 1.0349 1.3496 -0.103
H -6.9510 1.5309 -1.6377 0.266
H -6.0628 -0.0146 -1.8435 0.244
H -5.4763 2.2919 -0.1443 -0.489
H -4.7257 0.7119 0.0295 -0.639
H -6.8364 1.8882 1.9138 0.147
H -5.8570 0.4336 2.0298 0.025


2.
108
Properties=species:S:1:pos:R:3:mulliken_charge:R:1 method="wB97M-V/def2-TZVPD" e_tot_ha=-2587.617293 charge=+2 orbital_gap_ev=7.8317 lumo_energy_ha=-0.194 de_lowest_kcal_mol=0.0
Pb -0.2127 0.2987 1.1845 1.339
C 0.7913 2.7083 5.6196 -0.888
N 1.6148 2.5638 4.4161 0.287
C 2.6123 3.4711 4.0218 -0.838
C 3.3594 2.9036 3.0579 -0.310
N 2.6929 1.7118 2.7717 0.668
C 1.6570 1.4882 3.6100 -0.118
S 0.6995 0.0757 3.7431 -0.435
C 3.1801 0.8268 1.7690 -0.651
C 4.5049 0.5115 1.6900 -0.705
C 4.9659 -0.2580 0.6397 -0.993
C 4.0744 -0.7852 -0.2730 -0.923
C 2.7279 -0.5135 -0.0652 0.079
N 2.3081 0.3115 0.9065 1.319
H 1.1072 3.5390 6.2392 0.378
H 0.9289 1.7572 6.1920 0.383
H -0.2480 2.8425 5.3638 0.277
H 2.7384 4.3211 4.6436 0.570
H 4.2627 3.2819 2.5725 0.514
H 5.1815 0.8886 2.4049 0.754
H 5.9838 -0.5086 0.6306 0.521
H 4.3606 -1.4830 -1.0359 0.552
H 1.9816 -0.8898 -0.7488 -0.067
C 0.4492 -3.3703 -5.2845 -1.618
C 1.2909 -2.7584 -4.1441 1.546
C 2.6849 -3.3538 -4.0419 -1.251
C 1.3505 -1.2608 -4.1727 0.845
C 2.0560 -0.6869 -5.2458 -0.612
C 2.2519 0.6676 -5.4420 -1.688
C 1.8191 1.4937 -4.4571 -0.218
C 1.2095 1.0309 -3.2994 -0.202
C 0.9191 1.9862 -2.1734 3.041
C -0.1548 3.0013 -2.5536 -1.863
C 2.2374 2.6289 -1.6564 -1.641
C 0.9229 -0.3025 -3.1963 0.418
N 0.2249 -0.7679 -1.9928 1.003
C -0.6881 -1.6499 -2.1797 -1.707
C -1.2955 -2.4408 -1.0595 -1.098
N -1.3997 -2.0335 0.1359 1.204
C -1.6774 -3.0131 1.1533 -0.295
C -0.5311 -3.5472 1.7247 0.606
C -0.6038 -4.3430 2.8766 -0.823
C -1.8544 -4.6228 3.3737 -1.346
C -2.9955 -4.0704 2.7711 -0.874
C -2.9608 -3.2373 1.6825 0.151
C -4.2448 -2.5922 1.1891 0.193
C -4.1368 -1.0673 1.2341 -0.799
C -4.5285 -3.0743 -0.2531 -1.520
C 0.8021 -3.2921 1.0546 3.153
C 1.9847 -3.2669 2.0101 -1.651
C 1.0883 -4.3533 -0.0559 -1.326
H 0.5947 -4.4302 -5.2735 0.473
H 0.7562 -3.0160 -6.2748 0.319
H -0.6098 -3.1890 -5.2349 0.365
H 0.7979 -2.9825 -3.1956 -0.834
H 3.2915 -3.1057 -4.8923 0.374
H 2.6464 -4.4367 -3.9568 0.418
H 3.1329 -2.9407 -3.1500 0.177
H 2.4570 -1.3906 -6.0016 0.286
H 2.7444 1.0603 -6.3375 0.403
H 2.0095 2.5633 -4.6113 0.402
H 0.5510 1.4342 -1.3252 -1.764
H 0.1242 3.6461 -3.3984 0.388
H -0.2952 3.6966 -1.7385 0.352
H -1.0635 2.5179 -2.8578 0.481
H 2.7043 3.2871 -2.4038 0.371
H 2.9410 1.8531 -1.4072 0.392
H 2.0482 3.2457 -0.7321 0.298
H -0.9884 -1.9053 -3.2241 0.651
H -1.5750 -3.4687 -1.3039 0.817
H 0.2483 -4.7237 3.3541 0.443
H -1.9459 -5.1565 4.2984 0.425
H -3.9513 -4.1998 3.2111 0.481
H -5.0259 -2.9057 1.8688 0.684
H -3.2884 -0.7114 0.6588 -0.575
H -4.0264 -0.6760 2.2497 0.490
H -5.0293 -0.5334 0.8410 0.450
H -3.8229 -2.7238 -0.9841 0.261
H -5.5410 -2.8287 -0.5251 0.417
H -4.4379 -4.1446 -0.3244 0.454
H 0.7659 -2.3029 0.5731 -1.839
H 2.0696 -4.1607 2.6101 0.617
H 1.8856 -2.4672 2.7592 0.225
H 2.9360 -3.1672 1.4574 0.349
H 1.0576 -5.3527 0.3681 0.401
H 2.0958 -4.1936 -0.5137 0.342
H 0.3551 -4.3099 -0.8868 0.156
C -4.2598 3.1197 0.7972 -1.130
N -2.8616 2.8871 0.3683 0.471
C -2.6393 1.7108 -0.3783 -0.515
C -1.8007 3.4973 0.9874 0.335
N -0.7245 2.7877 1.2158 -0.049
N -1.9794 4.7906 1.3389 0.205
C -1.1685 5.4330 2.3826 -1.183
C -2.8596 5.6709 0.5888 -1.191
H -4.6999 2.1229 0.9175 0.296
H -4.8434 3.6484 0.0332 0.312
H -4.3132 3.6584 1.7367 0.423
H -3.4180 1.5758 -1.1481 0.649
H -2.6821 0.8086 0.2514 0.178
H -1.6777 1.7664 -0.8779 -0.412
H 0.0666 3.3455 1.5141 -0.139
H -0.9445 4.7215 3.1650 0.403
H -1.8043 6.2386 2.8277 0.385
H -0.2494 5.8910 2.0695 0.315
H -3.1388 5.2038 -0.3590 0.343
H -2.3365 6.6011 0.3486 0.435
H -3.7700 5.8724 1.1733 0.374